No. 1
A structure of composition C33H49CrF3O20S. Source: the OMol25 dataset; level of theory: the ωB97M-V functional and the def2-TZVPD basis.

Structure (XYZ):
```
107
Properties=species:S:1:pos:R:3:lowdin_charge:R:1
Cr 3.6117 -1.1868 1.3137 1.196
S 1.0981 -0.0043 -0.6970 0.538
F -1.4098 0.6671 -0.5137 0.146
F -0.7574 -0.6622 1.0979 0.132
F -0.1790 1.3930 1.1242 0.122
O -1.4157 -2.9076 -0.2753 -0.002
O 4.8437 -1.0659 -3.5975 0.098
O 1.3337 1.2592 -1.3221 -0.250
O 2.1629 -0.3456 0.2527 -0.372
O 3.3746 -2.6419 -0.1174 0.014
O -0.4298 4.9568 2.9472 0.111
O 4.5216 -4.3922 -0.8264 0.093
O -2.3281 2.6906 -5.3147 0.031
O -3.1550 4.7598 -5.5560 0.143
O 0.6364 -1.2251 4.0192 0.066
O 0.7431 -1.1022 -1.5601 -0.250
O -4.9178 -1.8218 2.5637 0.026
O -1.6053 5.7483 1.2267 0.053
O 4.9504 -0.3413 0.3791 -0.255
O 4.1467 2.4458 3.2812 0.072
O 1.9697 -1.8937 2.3794 0.018
O 0.4731 -4.0177 0.0680 0.114
O -6.5842 -1.8604 4.0382 0.137
O 3.0190 -0.6295 -4.7762 0.026
O 3.2709 0.6754 2.3364 0.033
C -4.1377 -0.8810 1.8289 -0.154
C -2.7400 3.8930 -4.8509 -0.480
C -1.4688 2.0383 -4.3739 -0.138
C 0.3571 -3.4389 3.3216 -0.045
C 1.8159 2.4216 3.3320 -0.057
C 2.6331 1.6561 -4.2860 -0.151
C 4.0236 -0.2607 -3.9453 -0.463
C -0.8943 -4.5458 -1.8925 -0.052
C -5.8077 -1.2241 3.3910 -0.483
C -2.7096 3.7773 0.5562 -0.153
C -5.6476 0.2783 3.3676 -0.053
C -1.2775 4.8032 2.1062 -0.491
C -2.3518 -4.0884 -2.0748 -0.131
C 3.8146 1.1647 -3.4753 -0.067
C -1.5953 2.8165 -3.0530 -0.150
C -2.6585 5.3030 0.3384 -0.116
C 2.3049 3.2642 4.5148 -0.122
C -2.5961 3.9272 -3.3290 -0.071
C 4.5095 -5.3279 -1.9329 -0.092
C 3.2500 -4.9713 -2.7288 -0.117
C 3.0848 1.7174 2.9291 -0.396
C 3.0034 -3.5045 -2.3660 -0.033
C -0.4702 -3.7952 -0.6405 -0.485
C 3.6290 -3.4508 -0.9955 -0.410
C 1.1055 -2.1463 3.1964 -0.427
C -0.4152 0.3575 0.3010 -0.634
C 2.0960 0.4356 -5.0497 -0.128
C -2.4373 -2.7968 -1.2760 -0.145
C -4.4771 0.5145 2.3895 -0.140
C 3.7586 3.5613 4.1010 -0.110
C -0.5004 -1.7637 4.7657 -0.093
C -2.2413 3.6411 1.9783 -0.086
C -0.3325 -3.2729 4.6801 -0.119
H -1.9954 3.3959 -0.1805 0.098
H 3.6599 1.2298 -2.3999 0.109
H 5.4306 -5.1942 -2.4956 0.136
H -6.5947 0.6944 3.0296 0.131
H 1.7636 4.2019 4.6233 0.116
H 3.3077 -5.1617 -3.7971 0.126
H 2.2241 2.7043 5.4445 0.121
H -1.8289 1.0123 -4.2901 0.124
H 0.3496 -3.6259 5.4519 0.125
H 1.0610 1.6804 3.5895 0.122
H 4.3379 3.5779 5.0208 0.131
H -0.6088 3.2301 -2.8319 0.114
H 1.0373 -4.2893 3.2972 0.142
H -5.3811 0.7380 4.3148 0.126
H -3.0398 3.8772 2.6892 0.142
H -4.7572 1.2256 1.6093 0.104
H -3.4100 -2.6105 -0.8254 0.117
H -3.6694 3.3376 0.2871 0.116
H -3.5903 0.9700 2.8310 0.095
H 4.7305 1.7184 -3.6909 0.134
H -0.2837 -4.2974 -2.7566 0.123
H -0.8860 -5.6081 -1.6653 0.129
H 2.4242 -5.5752 -2.3450 0.116
H 1.1142 0.1451 -4.6797 0.112
H -0.4296 -1.4244 5.7946 0.133
H -2.3358 4.9543 -3.0828 0.118
H -3.5614 3.7080 -2.8697 0.127
H -4.3632 -0.9594 0.7660 0.117
H -1.2831 -3.7963 4.7452 0.128
H -1.3826 -1.3870 4.2509 0.127
H 1.9586 -3.2217 -2.3158 0.104
H 2.1124 0.6229 -6.1191 0.127
H 3.8452 4.4646 3.5050 0.136
H 1.3999 3.0614 2.5538 0.125
H 2.9494 2.3925 -5.0299 0.117
H -3.0481 -4.8071 -1.6421 0.120
H -1.8336 2.1273 -2.2487 0.082
H 1.9488 2.2265 -3.6599 0.094
H -2.4782 5.5809 -0.6956 0.112
H -1.7810 2.7006 2.2603 0.097
H -2.6048 -3.9811 -3.1279 0.120
H -2.2301 -1.9040 -1.8764 0.124
H -0.4443 2.0036 -4.7410 0.106
H 3.5763 -2.8169 -2.9948 0.117
H -3.5778 5.8130 0.6328 0.131
H 5.1191 -0.2990 -0.5683 0.028
H -0.3027 -3.5850 2.4647 0.127
H -3.0884 -1.1145 2.0074 0.100
H 4.4389 -6.3361 -1.5374 0.131
```

## Properties
2S+1 = 4
Net charge = +1
Expectation value of S² = 3.786
Gap between HOMO and LUMO (alpha / beta) = 7.1620 / 8.4124 eV
Molar mass = 906.8 g/mol
LUMO energy (alpha / beta) = -4.8 / -3.6 eV

=====

No. 2
A structure of composition C33H50BaN7O2. Source: the OMol25 dataset; level of theory: the ωB97M-V functional and the def2-TZVPD basis.

Structure (XYZ):
```
93
Properties=species:S:1:pos:R:3:lowdin_charge:R:1
Ba -0.0168 -0.5684 -0.1618 1.867
O -0.7779 -2.5268 -1.7610 -0.271
O -2.1653 -0.7938 -1.6292 -0.268
N 0.9713 -1.2330 2.8821 0.120
N -1.5322 -1.6900 2.0406 0.048
N -1.3101 2.0079 -0.0137 -0.145
N 1.3498 1.6245 1.1756 -0.143
N 2.5960 -1.7066 -0.7087 0.086
N 4.2061 -3.5129 -1.1911 -0.086
N 1.0058 1.6193 -1.7850 -0.150
C 0.1826 -1.8511 3.6643 -0.251
C 2.0028 0.9889 4.4375 -0.037
C -2.2567 -2.4885 4.2491 0.007
C 2.5697 -3.4815 2.1669 -0.028
C 4.5513 -2.1117 2.9103 -0.045
C -0.2053 2.3151 -2.2469 -0.208
C 5.9086 -5.7886 -1.3405 -0.194
C 1.9986 2.4554 -1.0937 -0.202
C 3.3425 -2.5568 -0.9548 -0.275
C 2.8948 -0.0627 3.8268 -0.225
C -1.9207 -4.1814 0.7991 -0.025
C -1.0144 2.9321 -1.1114 -0.196
C -3.7463 0.2550 2.4270 -0.032
C 5.1046 -0.9858 3.5036 -0.068
C 0.4912 2.7448 1.5578 -0.199
C 3.1787 -2.2308 2.7395 -0.213
C 3.9169 -4.5363 -2.2093 -0.127
C -1.8136 -1.9021 -2.1087 -0.614
C 2.4519 1.9228 0.2637 -0.218
C -3.0016 -3.1340 0.7932 -0.217
C -5.0296 -1.2258 0.8699 -0.038
C 0.5832 -2.5040 4.9556 0.003
C -3.8500 -0.9815 1.5714 -0.217
C 4.2784 0.0220 3.9681 -0.038
C -5.1981 -2.3817 0.1347 -0.060
C 6.1281 -4.7095 -0.2815 -0.180
C -4.1935 -3.3394 0.1171 -0.034
C -1.0038 2.5090 1.3239 -0.214
C 4.4349 -5.8816 -1.7294 -0.175
C 5.6040 -3.3659 -0.7612 -0.134
C -1.2655 -1.9787 3.2463 -0.266
C 2.3637 -1.1796 3.1786 -0.229
C -2.8331 -1.9288 1.4917 -0.239
H 1.5983 3.4639 -0.9729 0.106
H -3.8695 1.1658 1.8366 0.081
H 5.6357 -2.6157 0.0279 0.116
H 6.2014 -3.0009 -1.6037 0.132
H -1.9311 3.3480 -1.5376 0.130
H -1.3726 1.7788 2.0464 0.091
H 4.4041 -4.2497 -3.1476 0.132
H 7.1876 -4.6143 -0.0403 0.118
H 2.4640 1.9754 4.3835 0.088
H 0.6247 2.9941 2.6152 0.115
H -1.9886 -3.4947 4.5772 0.096
H 6.5048 -5.5520 -2.2281 0.119
H -4.3329 -4.2619 -0.4328 0.118
H 5.6079 -4.9849 0.6419 0.108
H 4.2905 -6.6215 -2.5174 0.118
H 2.8410 -4.5504 -2.3745 0.132
H 1.8215 -3.2598 1.4049 0.060
H -5.8279 -0.4942 0.9161 0.119
H -2.2494 -5.0664 0.2572 0.088
H -1.5058 3.4636 1.5388 0.127
H -0.8213 1.5850 -2.7769 0.114
H 3.1410 2.6730 0.6782 0.125
H -6.1162 -2.5473 -0.4127 0.109
H 1.6478 -2.3997 5.1448 0.090
H -0.4738 3.7877 -0.7028 0.105
H -1.6693 -4.4880 1.8178 0.079
H 6.2636 -6.7519 -0.9740 0.115
H 1.7076 1.1333 1.9838 0.049
H 3.8409 -6.2028 -0.8689 0.119
H 1.8252 0.7723 5.4938 0.094
H 6.1766 -0.9078 3.6264 0.108
H 1.4432 1.1775 -2.5833 0.111
H -4.5393 0.2583 3.1768 0.092
H 0.8098 3.6366 1.0137 0.109
H 0.0323 3.1255 -2.9489 0.124
H -2.4511 -2.3492 -2.8920 0.129
H 0.0329 -2.0627 5.7891 0.096
H -1.0105 -3.8223 0.3151 0.057
H 5.1934 -2.9243 2.5881 0.107
H -2.2573 1.6564 -0.0786 0.101
H 2.0760 -4.0687 2.9461 0.085
H 4.7036 0.8854 4.4656 0.117
H 3.3364 -4.1133 1.7188 0.070
H -3.2579 -2.5157 3.8285 0.090
H 0.3294 -3.5660 4.9369 0.096
H -2.7982 0.3178 2.9583 0.057
H 2.8923 2.5771 -1.7113 0.126
H 1.0230 1.0332 3.9599 0.059
H -2.2604 -1.8533 5.1375 0.099
H 3.0204 0.9990 0.1267 0.100
```

## Properties
2S+1 = 1
Net charge = +1
Gap between HOMO and LUMO = 8.2871 eV
Molar mass = 714.1 g/mol
LUMO energy = -2.5 eV

=====

Across the entries above, energy above the lowest of the compared OMol25 structures with the same formula, charge and spin takes the values 0.00, 5.47 kcal/mol, respectively.
Across the entries above, DFT total energy takes the values -4533.84226, -1846.70263 hartree, respectively.